Below is a molecular structure, C38H46As2NNiSi2, with properties calculated with wB97M-V/def2-TZVPD.

XYZ file:
```
90
C38H46As2NNiSi2 | the Open Molecules 2025 dataset | wB97M-V/def2-TZVPD
Ni 0.06659 -0.20955 -0.06958
C -1.06790 -2.53974 2.20182
C 0.31468 -3.11154 1.92865
As 0.91271 -2.47322 0.16654
C -0.48956 -3.24593 -0.94877
C -1.09623 -4.48004 -0.75747
C -2.09945 -4.90495 -1.61014
C -2.50956 -4.10075 -2.66065
C -1.92241 -2.86192 -2.85390
C -0.92172 -2.44049 -1.99774
C 2.44472 -3.64058 -0.19437
C 2.36220 -5.02427 -0.09606
C 3.45830 -5.81229 -0.39601
C 4.64667 -5.22617 -0.79815
C 4.74055 -3.84873 -0.89247
C 3.64346 -3.05992 -0.59234
As -1.27630 -0.58817 1.84881
C -0.64832 0.11978 3.55319
C -1.45580 0.90082 4.37251
C -1.01532 1.27303 5.63049
C 0.23618 0.88482 6.07584
C 1.07581 0.17467 5.23430
C 0.63736 -0.19628 3.97541
C -3.20529 -0.60141 2.18402
C -3.63365 -1.12043 3.40348
C -4.97649 -1.31630 3.65627
C -5.91232 -0.99393 2.68623
C -5.49985 -0.44915 1.48198
C -4.14997 -0.25255 1.22872
H -1.38084 -2.73969 3.23325
H -1.79883 -3.02258 1.53739
H 0.29794 -4.20811 1.95287
H 1.03387 -2.79877 2.69325
H -0.79726 -5.11609 0.06591
H -2.56528 -5.86619 -1.45524
H -3.28675 -4.43855 -3.32813
H -2.24118 -2.23381 -3.67268
H -0.44197 -1.46836 -2.14267
H 1.44012 -5.49809 0.21253
H 3.38514 -6.88623 -0.31831
H 5.49687 -5.84391 -1.03916
H 5.66608 -3.38691 -1.20235
H 3.70903 -1.98045 -0.66379
H -2.43378 1.20487 4.02054
H -1.64457 1.87459 6.26755
H 0.55768 1.13815 7.07479
H 2.07406 -0.08508 5.55744
H 1.30418 -0.72719 3.30470
H -2.90091 -1.35938 4.16715
H -5.28733 -1.72342 4.60714
H -6.95922 -1.17198 2.87391
H -6.23592 -0.18456 0.73803
H -3.82232 0.17343 0.28552
C 2.81046 0.37785 -1.87327
Si 2.77858 1.36642 -0.22952
C 3.34722 0.26943 1.23165
C 3.91076 2.89112 -0.38626
C 0.94929 1.84608 0.00657
C 0.21453 1.93986 -1.26018
C 0.52198 2.82450 -2.29732
C -0.28927 2.86004 -3.41069
C -1.37533 1.99340 -3.48358
C -1.58923 1.10150 -2.45092
N -0.81639 1.07644 -1.36888
Si 0.31867 3.18220 1.22684
C -1.58761 3.05996 1.30763
C 0.72978 4.89958 0.48628
C 1.19566 3.10580 2.91422
H 3.78644 -0.04955 -2.08701
H 2.54141 1.01085 -2.71584
H 2.08230 -0.44186 -1.83122
H 4.40105 0.02478 1.13712
H 2.78810 -0.66985 1.26204
H 3.20628 0.77763 2.18022
H 4.93329 2.57671 -0.56612
H 3.89899 3.48207 0.52284
H 3.61783 3.53568 -1.20890
H 1.37890 3.46869 -2.20017
H -0.09190 3.54912 -4.21758
H -2.04213 2.01666 -4.32919
H -2.40273 0.38790 -2.50262
H -2.02366 3.46362 0.39870
H -1.99131 3.63240 2.13645
H -1.93328 2.02786 1.40843
H 0.23200 5.06541 -0.46326
H 1.79441 5.03091 0.33215
H 0.40078 5.68082 1.16489
H 0.95201 2.21469 3.47673
H 0.92182 3.96432 3.52124
H 2.27319 3.13632 2.78282
```

Summary:
Expectation value of S²: 2.012
Kohn-Sham gap (spin up / spin down) in eV: 8.5 / 7.5
Net charge: +1
LUMO level (spin up / spin down) in hartree: -0.074 / -0.134
E_HOMO (spin up / spin down) in eV: -10.520 / -11.130
Multiplicity: 3
M in Da: 781.5
Strongest force on any atom in eV/Å: 1.36